Record 1
This record from OMol25 describes C4H6N2O2 as an isolated structure in a non-equilibrium geometry. The level of theory is the ωB97M-V functional and the def2-TZVPD basis.

## Properties
total charge	0
maximum force	3.7	eV Å⁻¹
energy above the lowest of the compared OMol25 structures with the same formula, charge and spin	256.9	kJ/mol
lowest unoccupied orbital energy	0.331	eV
gap between HOMO and LUMO	8.8	eV
total energy	-415.9428	a.u.
HOMO energy	-8.495	eV

Geometry as XYZ:
```
14
C4H6N2O2 | OMol25 | the ωB97M-V functional and the def2-TZVPD basis
C 0.34 -1.61 -0.17
C 2.31 0.27 1.11
C -1.21 -0.11 0.36
C 1.02 -0.31 -0.29
N -0.83 -1.50 0.32
N 0.07 0.68 -0.11
O 1.69 1.18 1.62
O 3.26 -0.41 1.20
H 0.64 -2.66 -0.28
H -2.06 0.06 -0.32
H -1.72 0.14 1.36
H 1.60 -0.12 -1.14
H -0.06 1.32 -0.88
H 0.55 1.14 0.74
```

=====

Record 2
This record from OMol25 describes one molecule with the formula C4H6N2O2 in a non-equilibrium geometry. The level of theory is the ωB97M-V functional and the def2-TZVPD basis.

## Properties
total charge	0
maximum force	7.2	eV Å⁻¹
energy above the lowest of the compared OMol25 structures with the same formula, charge and spin	648.7	kJ/mol
lowest unoccupied orbital energy	0.885	eV
gap between HOMO and LUMO	10.1	eV
total energy	-415.7935	a.u.
HOMO energy	-9.210	eV

Geometry as XYZ:
```
14
C4H6N2O2 | OMol25 | the ωB97M-V functional and the def2-TZVPD basis
C -0.96 0.30 -1.39
N 0.20 0.56 -1.85
N 1.39 -0.05 -1.69
C 1.65 0.34 -0.50
O 0.51 0.86 0.22
C 0.33 -0.22 1.26
C -1.02 -0.51 0.75
O -1.20 -0.83 -0.59
H -1.97 0.94 -1.73
H 2.64 0.07 -0.13
H 1.12 -1.11 1.42
H 0.49 0.34 2.14
H -1.72 -1.22 1.29
H -1.47 0.51 0.80
```